# 1
This record from the OMol25 dataset describes a structure of composition C37H26F4N10O5W. The level of theory is ωB97M-V with the def2-TZVPD basis set.

Summary:
total charge	0
energy above the lowest of the compared OMol25 structures with the same formula, charge and spin	19.48	kcal/mol
HOMO level (alpha / beta)	-7.554 / -8.256	eV
gap between HOMO and LUMO (alpha / beta)	6.47 / 5.93	eV
E	-2815.8114	Eh
spin multiplicity	3

Each line ends with the Löwdin spin population.
Cartesian coordinates (Å):
W (-1.091, 0.118, 0.641)  -0.199
C (-2.272, 1.287, 5.055)  0.001
O (-1.486, 1.337, 3.876)  0.011
C (-0.338, 2.023, 3.917)  0.018
C (0.140, 2.642, 5.068)  -0.001
C (1.332, 3.346, 5.040)  0.019
C (2.076, 3.440, 3.874)  -0.002
C (1.613, 2.821, 2.726)  0.019
C (0.407, 2.130, 2.723)  0.015
N (-0.001, 1.475, 1.537)  0.277
N (-0.520, 2.024, 0.412)  0.289
C (0.004, 2.367, -0.821)  0.049
C (-0.458, 1.472, -1.788)  0.058
O (-1.188, 0.467, -1.373)  0.073
C (-0.092, 1.642, -3.150)  0.000
C (0.737, 2.668, -3.477)  0.046
C (1.220, 3.601, -2.506)  0.010
C (2.070, 4.663, -2.871)  0.006
C (2.490, 5.581, -1.943)  0.007
C (2.050, 5.483, -0.613)  0.007
C (1.226, 4.458, -0.224)  0.008
C (0.820, 3.481, -1.154)  0.009
H (-1.723, 0.816, 5.874)  0.000
H (-3.134, 0.676, 4.802)  0.000
H (-2.599, 2.286, 5.356)  0.000
H (-0.428, 2.583, 5.987)  0.000
H (1.680, 3.825, 5.946)  0.001
H (3.015, 3.975, 3.862)  -0.001
H (2.194, 2.837, 1.814)  0.001
H (-0.460, 0.938, -3.884)  -0.001
H (1.050, 2.804, -4.506)  0.002
H (2.385, 4.744, -3.905)  0.000
H (3.143, 6.392, -2.237)  0.000
H (2.357, 6.230, 0.110)  0.000
H (0.863, 4.404, 0.793)  0.002
C (-2.882, 0.702, 1.064)  0.252
H (-3.693, -0.021, 1.120)  0.014
H (-3.164, 1.742, 1.193)  0.013
C (2.588, -1.195, 4.785)  0.000
N (1.302, -1.456, 4.153)  0.000
C (0.326, -2.137, 4.815)  0.000
C (-0.896, -2.316, 4.296)  0.000
C (-1.188, -1.695, 3.021)  -0.001
O (-2.306, -1.686, 2.508)  0.003
N (-0.163, -1.069, 2.340)  -0.003
C (1.091, -0.920, 2.879)  0.001
O (2.014, -0.329, 2.336)  0.006
H (2.757, -1.940, 5.560)  0.000
H (2.607, -0.197, 5.227)  0.000
H (3.374, -1.257, 4.039)  0.000
H (0.613, -2.524, 5.785)  0.000
H (-1.671, -2.864, 4.808)  0.000
C (3.295, 0.586, -0.744)  0.001
N (3.088, -0.840, -0.555)  0.000
C (1.869, -1.285, -0.194)  0.000
N (1.749, -2.574, 0.180)  0.000
O (0.888, -0.522, -0.261)  0.002
H (4.303, 0.743, -1.121)  0.000
H (3.162, 1.129, 0.195)  0.000
H (2.585, 0.966, -1.476)  0.001
H (3.877, -1.392, -0.271)  0.000
H (2.468, -3.247, -0.016)  0.000
H (0.832, -2.933, 0.355)  0.000
F (-2.861, -1.543, -2.949)  -0.010
C (-2.587, -2.587, -3.727)  -0.009
C (-3.007, -2.548, -5.026)  0.066
F (-3.661, -1.470, -5.430)  0.018
C (-2.775, -3.611, -5.932)  0.024
C (-2.081, -4.707, -5.369)  0.069
C (-1.659, -4.734, -4.067)  -0.009
F (-1.003, -5.811, -3.641)  -0.009
C (-1.883, -3.673, -3.176)  0.094
C (-1.427, -3.682, -1.817)  0.047
C (-1.568, -2.611, -0.957)  0.023
N (-1.624, -1.777, -0.151)  0.036
C (-0.670, -4.728, -1.226)  0.006
N (0.001, -5.484, -0.669)  0.020
F (-1.804, -5.757, -6.126)  0.019
C (-3.197, -3.578, -7.284)  0.265
C (-3.816, -2.451, -7.880)  0.030
N (-4.302, -1.563, -8.431)  0.138
C (-3.033, -4.668, -8.177)  0.029
N (-2.950, -5.521, -8.948)  0.138

***

# 2
This record from the OMol25 dataset describes a structure of composition C5H15N2O in a non-equilibrium geometry. The level of theory is ωB97M-V with the def2-TZVPD basis set.

Summary:
total charge	+1
energy above the lowest of the compared OMol25 structures with the same formula, charge and spin	111.01	kcal/mol
HOMO level	-13.084	eV
gap between HOMO and LUMO	7.56	eV
E	-383.8741	Eh

Each line ends with the Mulliken charge.
Cartesian coordinates (Å):
C (2.784, 1.631, -0.342)  -1.303
C (1.288, 1.270, -0.335)  0.427
C (0.928, 0.246, 0.755)  0.036
C (-0.091, -0.697, 0.532)  -0.687
C (0.085, -2.045, 0.566)  0.097
N (-0.913, -2.905, 0.356)  -0.352
N (0.277, 2.309, -0.378)  -0.642
H (2.943, 2.682, -0.631)  0.352
H (3.239, 1.062, -1.140)  0.329
H (3.262, 1.408, 0.600)  0.361
H (1.131, 0.683, -1.237)  0.357
H (0.484, 1.174, 1.565)  -0.664
H (1.810, -0.216, 1.212)  0.477
H (-1.128, -0.358, 0.520)  0.214
H (1.052, -2.528, 0.642)  0.370
H (-1.824, -2.514, 0.168)  0.217
H (-0.912, -3.794, 0.828)  0.266
H (0.579, 3.139, 0.130)  0.238
H (0.163, 2.651, -1.326)  0.297
H (-0.004, 1.683, 1.882)  0.609
H (-3.970, -0.590, -0.220)  0.318
H (-4.207, 0.096, -1.552)  0.306
O (-3.541, -0.419, -1.065)  -0.624

***

# 3
This record from the OMol25 dataset describes a structure of composition C21H18N2O7Pb. The level of theory is ωB97M-V with the def2-TZVPD basis set.

Summary:
total charge	0
energy above the lowest of the compared OMol25 structures with the same formula, charge and spin	1.86	kcal/mol
HOMO level	-7.563	eV
gap between HOMO and LUMO	6.78	eV
E	-1640.1131	Eh

Each line ends with the Mulliken charge.
Cartesian coordinates (Å):
Pb (2.380, -0.628, -0.204)  1.278
C (1.535, -4.086, -1.016)  -1.136
O (1.132, -2.975, -0.236)  -0.187
C (-0.127, -2.971, 0.297)  0.707
C (-0.947, -4.088, 0.280)  -0.563
C (-2.201, -4.046, 0.870)  -0.724
C (-2.624, -2.892, 1.506)  -0.791
C (-1.806, -1.776, 1.529)  -0.443
C (-0.559, -1.778, 0.900)  0.321
N (0.286, -0.639, 0.872)  -0.212
N (-0.272, 0.407, 1.368)  0.043
C (0.296, 1.584, 1.606)  -0.178
C (1.715, 1.830, 1.727)  1.141
O (2.620, 0.992, 1.446)  -0.924
C (2.119, 3.090, 2.294)  -0.750
C (1.237, 4.053, 2.624)  -0.778
C (-0.176, 3.869, 2.472)  0.858
C (-1.084, 4.883, 2.811)  -0.856
C (-2.436, 4.700, 2.650)  -0.548
C (-2.908, 3.488, 2.139)  -0.707
C (-2.031, 2.484, 1.795)  -0.575
C (-0.647, 2.644, 1.967)  0.671
H (1.647, -4.982, -0.403)  0.403
H (2.499, -3.816, -1.441)  0.256
H (0.824, -4.280, -1.822)  0.419
H (-0.611, -5.004, -0.185)  0.414
H (-2.833, -4.923, 0.842)  0.397
H (-3.589, -2.862, 1.994)  0.397
H (-2.119, -0.879, 2.040)  0.478
H (3.187, 3.240, 2.391)  0.429
H (1.588, 5.002, 3.013)  0.370
H (-0.700, 5.818, 3.201)  0.386
H (-3.129, 5.490, 2.907)  0.381
H (-3.973, 3.337, 2.016)  0.402
H (-2.396, 1.556, 1.380)  0.346
O (2.648, -1.383, -5.290)  -0.471
C (2.317, -1.475, -4.000)  0.527
O (3.108, -1.730, -3.128)  -0.532
C (0.829, -1.277, -3.826)  -0.610
O (0.445, -1.098, -2.489)  -0.312
C (-0.299, 0.106, -2.294)  -0.591
C (0.593, 1.351, -2.095)  0.716
O (0.219, 2.405, -2.576)  -0.693
O (1.631, 1.174, -1.352)  -0.672
H (3.596, -1.529, -5.394)  0.371
H (0.350, -2.184, -4.215)  0.389
H (0.529, -0.438, -4.458)  0.497
H (-0.883, -0.036, -1.382)  0.146
H (-0.980, 0.274, -3.128)  0.506

***

# 4
This record from the OMol25 dataset describes a structure of composition C20H45Li4N3O12 in a non-equilibrium geometry. The level of theory is ωB97M-V with the def2-TZVPD basis set.

Summary:
total charge	0
energy above the lowest of the compared OMol25 structures with the same formula, charge and spin	0.00	kcal/mol
HOMO level	-5.518	eV
gap between HOMO and LUMO	5.14	eV
E	-1886.5212	Eh

Each line ends with the Mulliken charge.
Cartesian coordinates (Å):
Li (2.354, -0.904, 1.215)  0.809
Li (2.594, 3.294, 0.226)  0.818
Li (-0.809, 1.259, 0.686)  0.676
Li (3.477, 1.722, 2.582)  0.826
C (1.597, 1.104, 0.418)  0.596
O (0.963, 2.237, 0.303)  -0.643
O (2.836, 1.128, 0.697)  -1.176
O (0.870, 0.064, 0.472)  -0.612
C (3.528, 4.146, 2.892)  0.752
O (3.763, 5.311, 3.245)  -0.713
O (3.818, 3.704, 1.680)  -1.005
O (2.940, 3.270, 3.683)  -0.870
C (-4.269, -1.986, 1.445)  -0.587
O (-3.240, -2.516, 0.641)  -0.507
C (-2.272, -1.561, 0.265)  0.541
C (-2.695, -0.683, -0.891)  -0.891
N (-1.662, 0.322, -1.114)  1.534
C (-1.976, 1.188, -2.267)  -0.752
C (-2.035, 0.422, -3.637)  -0.992
O (-1.250, -0.729, -3.644)  -0.366
C (0.116, -0.507, -3.943)  -0.606
H (-3.928, -1.884, 2.483)  0.235
H (-5.160, -2.608, 1.414)  0.318
H (-4.566, -0.981, 1.121)  0.191
H (-1.357, -2.137, 0.105)  -0.330
H (-1.973, -0.937, 1.128)  0.055
H (-3.667, -0.240, -0.666)  0.425
H (-2.839, -1.310, -1.780)  0.354
H (-0.812, -0.130, -1.441)  -0.606
H (-1.180, 1.923, -2.375)  0.041
H (-2.934, 1.673, -2.074)  0.556
H (-1.670, 1.170, -4.355)  0.471
H (-3.058, 0.175, -3.917)  0.373
H (0.564, 0.226, -3.260)  0.248
H (0.249, -0.196, -4.981)  0.358
H (0.621, -1.457, -3.778)  0.177
C (5.292, -5.042, -2.712)  -0.791
O (5.007, -4.002, -1.804)  -0.322
C (4.371, -4.446, -0.655)  -0.589
C (4.081, -3.284, 0.247)  -0.932
N (3.257, -2.193, -0.308)  -0.290
C (1.932, -2.718, -0.750)  -0.323
C (1.175, -3.503, 0.276)  -0.710
O (0.919, -2.694, 1.419)  0.007
C (0.138, -3.364, 2.396)  -0.776
H (5.869, -5.844, -2.244)  0.316
H (5.844, -4.615, -3.547)  0.262
H (4.376, -5.473, -3.139)  0.318
H (4.940, -5.156, -0.027)  0.483
H (3.458, -5.023, -0.888)  0.279
H (5.031, -2.837, 0.562)  0.569
H (3.698, -3.647, 1.206)  0.344
H (3.792, -1.829, -1.087)  0.248
H (2.031, -3.294, -1.677)  0.493
H (1.373, -1.811, -0.999)  -0.169
H (1.678, -4.430, 0.570)  0.671
H (0.226, -3.784, -0.200)  0.404
H (0.210, -4.448, 2.319)  0.358
H (-0.914, -3.073, 2.290)  0.083
H (0.449, -2.998, 3.375)  0.316
C (-2.462, 5.174, -2.748)  -0.806
O (-2.669, 4.713, -1.430)  -0.374
C (-1.474, 4.589, -0.668)  -0.466
C (-1.851, 4.156, 0.716)  -0.755
N (-2.449, 2.819, 0.681)  -0.064
C (-3.066, 2.355, 1.903)  -0.606
C (-2.092, 2.228, 3.060)  -0.783
O (-1.281, 1.070, 2.780)  0.010
C (-0.419, 0.701, 3.837)  -0.709
H (-1.405, 5.266, -2.998)  0.369
H (-2.968, 6.134, -2.878)  0.287
H (-2.950, 4.483, -3.444)  0.220
H (-0.906, 5.528, -0.662)  0.576
H (-0.788, 3.861, -1.127)  0.141
H (-2.559, 4.879, 1.151)  0.422
H (-0.970, 4.142, 1.361)  0.322
H (-2.926, 2.680, -0.195)  0.081
H (-3.421, 1.341, 1.705)  0.070
H (-3.886, 3.012, 2.236)  0.489
H (-2.688, 2.056, 3.962)  0.448
H (-1.401, 3.056, 3.231)  0.550
H (-0.947, 0.049, 4.544)  0.250
H (0.024, 1.538, 4.381)  0.425
H (0.389, 0.109, 3.403)  -0.046